{"formula": "C16H26N3", "method": "ωB97M-V/def2-TZVPD", "species": ["C", "N", "C", "C", "C", "C", "C", "C", "C", "C", "C", "C", "H", "H", "H", "H", "H", "H", "H", "H", "H", "H", "H", "H", "H", "H", "N", "C", "C", "C", "C", "C", "N", "H", "H", "H", "H", "H", "H", "H", "H", "H", "H", "H", "H"], "positions_angstrom": [[4.41544, 1.20600, 1.50918], [3.02680, 1.44618, 1.88856], [2.77582, 2.00584, 3.21496], [2.03970, 1.19012, 1.04312], [0.68366, 1.43194, 1.33892], [-0.25126, 1.65819, 0.34480], [-1.63606, 1.95128, 0.60481], [-2.42005, 2.62570, -0.36617], [-3.73524, 2.98915, -0.10486], [-4.32298, 2.66174, 1.12759], [-3.57641, 1.98121, 2.09925], [-2.25200, 1.62399, 1.84507], [5.05462, 1.59264, 2.30728], [4.61759, 0.13510, 1.35797], [4.64736, 1.72569, 0.56866], [3.75284, 2.23492, 3.65258], [2.18035, 2.92779, 3.13871], [2.23643, 1.29617, 3.86239], [2.32002, 0.82177, 0.04547], [0.38457, 1.50530, 2.39015], [0.10125, 1.74046, -0.68862], [-1.94133, 2.88919, -1.31313], [-4.30879, 3.53814, -0.85542], [-5.35461, 2.94698, 1.33673], [-4.02673, 1.72963, 3.06320], [-1.66799, 1.09693, 2.59991], [2.30209, -1.52071, -1.47185], [1.52482, -2.34075, -2.39983], [0.26824, -2.81038, -1.67720], [-0.64175, -3.77469, -2.47206], [-2.06941, -3.39847, -2.03381], [-1.96458, -1.94503, -1.50057], [-0.56931, -1.72105, -1.34258], [2.59143, -2.09481, -0.68229], [3.15045, -1.20804, -1.93542], [1.22958, -1.70889, -3.24724], [2.07447, -3.21817, -2.77530], [0.60965, -3.34107, -0.76212], [-0.53044, -3.58129, -3.54677], [-0.38912, -4.82182, -2.28648], [-2.78620, -3.48222, -2.85416], [-2.39749, -4.05649, -1.22238], [-2.43013, -1.24696, -2.22062], [-2.52309, -1.84095, -0.55613], [-0.19219, -0.84029, -1.02429]], "atomic_forces_ev_per_a": [[0.5, -0.2, -0.4], [-1.2, -0.5, -0.8], [-0.1, 0.2, 0.4], [1.1, 0.6, 0.2], [-1.1, 0.1, -0.2], [1.0, 0.0, 0.8], [-1.3, 0.2, 0.3], [0.5, -0.2, 0.2], [-0.1, -0.1, 0.2], [0.4, 0.0, -0.2], [0.3, -0.1, -0.1], [0.0, 0.3, -0.4], [0.0, -0.2, -0.4], [-0.1, 0.3, 0.2], [-0.1, -0.1, 0.3], [-0.5, 0.0, 0.1], [0.2, -0.3, 0.0], [0.3, 0.2, -0.2], [0.0, 0.1, 0.4], [0.1, 0.0, -0.5], [-0.1, -0.2, 0.2], [-0.3, -0.1, 0.2], [0.2, -0.2, 0.3], [0.3, -0.1, -0.1], [0.1, 0.1, -0.4], [-0.3, 0.1, -0.1], [0.4, 0.3, 0.2], [-0.4, -0.4, -0.1], [0.5, -0.8, 0.1], [0.1, 0.6, -0.2], [0.1, 0.0, 0.4], [-1.1, -0.1, -0.3], [0.0, 1.0, 0.2], [0.0, 0.0, -0.1], [0.0, -0.1, 0.1], [0.0, -0.2, 0.1], [0.0, 0.2, 0.0], [0.1, -0.1, -0.1], [0.1, 0.0, 0.1], [-0.1, 0.2, 0.0], [0.1, 0.0, 0.2], [0.0, 0.1, -0.2], [0.1, -0.1, 0.2], [0.0, 0.0, -0.2], [-0.1, -0.4, -0.1]], "e_lumo_ev": -4.645, "max_force_ha_per_bohr": 0.0300, "charge": 1, "homo_ev": -10.17, "homo_lumo_gap_ev": 5.5}